Entry 1:
Below is a structure of composition C20H38Br2F3NO7P in a non-equilibrium geometry, with properties calculated with ωB97M-V/def2-TZVPD.

Cartesian coordinates (Å):
C -2.420 1.376 3.669
C -1.748 2.531 2.952
O -2.010 2.433 1.540
P -1.592 3.725 0.688
O -2.152 4.974 1.205
C 0.215 3.807 0.742
C 1.007 2.523 0.381
C 2.028 2.102 1.461
C 2.071 0.609 1.854
C 3.162 0.465 2.938
Br 3.326 -1.355 3.571
C 4.547 1.045 2.443
C 4.966 2.285 3.246
Br 5.999 -0.267 2.500
C 0.675 0.216 2.341
O 0.428 -1.162 2.489
C 0.847 -2.005 1.433
C 1.495 -1.312 0.247
C 0.519 -0.788 -0.790
O 1.305 -0.132 -1.757
C 0.608 0.316 -2.919
N 2.453 -0.222 0.638
O -2.051 3.436 -0.799
C -2.215 2.084 -1.288
C -3.529 1.441 -0.870
H -1.838 0.458 3.584
H -2.483 1.630 4.725
H -3.409 1.199 3.260
H -0.669 2.500 3.127
H -2.113 3.477 3.345
H 0.468 4.601 0.041
H 0.457 4.181 1.734
H 0.317 1.727 0.121
H 1.553 2.749 -0.534
H 3.004 2.435 1.117
H 1.829 2.668 2.372
H 2.850 1.070 3.782
H 4.500 1.279 1.387
H 4.835 3.194 2.663
H 6.011 2.210 3.528
H 4.390 2.357 4.165
H -0.104 0.652 1.715
H 0.562 0.656 3.331
H 0.004 -2.596 1.074
H 1.565 -2.715 1.846
H 2.088 -2.067 -0.268
H 0.029 -1.661 -1.209
H -0.267 -0.159 -0.359
H 1.300 0.248 -3.754
H -0.255 -0.304 -3.137
H 0.333 1.363 -2.802
H 2.625 0.375 -0.176
H 3.349 -0.674 0.848
H -1.370 1.458 -1.006
H -2.184 2.169 -2.372
H -4.289 2.184 -0.651
H -3.385 0.775 -0.023
H -3.886 0.821 -1.692
C -2.993 -6.316 -5.359
C -2.564 -4.878 -5.532
O -2.740 -4.124 -4.305
C -1.805 -4.268 -3.393
O -0.813 -4.930 -3.447
C -2.140 -3.383 -2.176
F -3.406 -3.485 -1.807
F -1.893 -2.086 -2.468
F -1.371 -3.705 -1.135
H -4.022 -6.367 -5.001
H -2.928 -6.838 -6.312
H -2.361 -6.834 -4.639
H -3.189 -4.370 -6.262
H -1.529 -4.798 -5.859

Summary:
HOMO level in Eh: -0.46322
Kohn-Sham gap in eV: 10.06
Calculated total energy in hartree: -7155.1129
Net charge: +1

***

Entry 2:
Below is a structure of composition C20H38Cl3CoN2O4Si in a non-equilibrium geometry, with properties calculated with ωB97M-V/def2-TZVPD.

Cartesian coordinates (Å):
C 2.471 -2.442 -1.676
C 1.926 -1.582 -2.750
H 2.247 -3.516 -1.790
H 2.051 -2.100 -0.716
H 3.567 -2.327 -1.605
C 1.779 -2.044 -4.012
C 2.181 -3.420 -4.419
H 1.370 -1.407 -4.791
H 1.792 -4.230 -3.775
H 3.273 -3.521 -4.467
H 1.827 -3.592 -5.443
Co 1.941 -0.324 2.527
Cl 3.271 0.872 3.734
Cl 2.836 -1.788 1.302
C 0.496 3.112 2.887
O 0.286 1.908 2.690
N -0.426 4.098 2.632
C -1.807 3.681 2.396
C 0.009 5.336 1.991
H 1.414 3.548 3.317
H -2.196 3.202 3.307
H -1.890 3.010 1.527
H -2.373 4.595 2.191
H 0.960 5.658 2.461
H -0.783 6.085 2.155
H 0.128 5.212 0.894
H 0.136 -4.638 4.137
H -0.609 -2.862 2.232
C -0.937 -4.874 4.134
C -1.605 -3.295 2.394
N -1.729 -3.710 3.776
H -1.258 -5.268 5.115
C -2.075 -2.784 4.708
O -2.539 -1.668 4.456
H -2.387 -2.575 2.148
H -1.869 -3.152 5.738
H -1.115 -5.633 3.359
H -1.688 -4.194 1.768
O 0.646 -0.347 -1.155
C 1.512 -0.178 -2.305
C -0.140 0.401 -4.199
C 1.027 0.685 -3.464
H -0.736 -0.470 -3.927
C -0.538 1.254 -5.249
H 2.404 0.271 -1.839
C 1.837 1.759 -3.874
H -1.514 1.103 -5.733
C 0.293 2.298 -5.661
C 1.485 2.549 -4.976
H 2.759 1.972 -3.318
H 0.009 2.938 -6.489
H 2.123 3.382 -5.289
Si -0.764 0.417 -0.624
Cl 0.688 -1.407 4.025
C -2.233 0.198 -1.842
C -0.444 2.233 -0.978
C -1.156 -0.433 0.966
H -2.127 0.620 -2.847
H -3.119 0.692 -1.404
H -2.498 -0.863 -1.951
H -1.569 -1.455 0.709
H -1.960 0.116 1.496
H -0.303 -0.555 1.643
H -0.192 2.428 -2.046
H 0.389 2.619 -0.371
H -1.328 2.857 -0.762
O -1.238 0.842 5.818
H -1.691 0.119 5.346
H -0.299 0.583 5.769

Summary:
HOMO level (alpha / beta) in Eh: -0.20783 / -0.20942
ΔE to the lowest compared entry with this formula, charge and spin in kJ/mol: 129.3
Kohn-Sham gap (alpha / beta) in eV: 8.11 / 8.15
Calculated total energy in hartree: -4248.4047
Net charge: -1
Multiplicity: 4

***

Which value of calculated total energy does entry 1 give? -7155.1129 hartree

***

Which value of net charge does entry 2 give? -1

***

Please write out number 1 again, unchanged.
Below is a structure of composition C20H38Br2F3NO7P in a non-equilibrium geometry, with properties calculated with ωB97M-V/def2-TZVPD.

Cartesian coordinates (Å):
C -2.420 1.376 3.669
C -1.748 2.531 2.952
O -2.010 2.433 1.540
P -1.592 3.725 0.688
O -2.152 4.974 1.205
C 0.215 3.807 0.742
C 1.007 2.523 0.381
C 2.028 2.102 1.461
C 2.071 0.609 1.854
C 3.162 0.465 2.938
Br 3.326 -1.355 3.571
C 4.547 1.045 2.443
C 4.966 2.285 3.246
Br 5.999 -0.267 2.500
C 0.675 0.216 2.341
O 0.428 -1.162 2.489
C 0.847 -2.005 1.433
C 1.495 -1.312 0.247
C 0.519 -0.788 -0.790
O 1.305 -0.132 -1.757
C 0.608 0.316 -2.919
N 2.453 -0.222 0.638
O -2.051 3.436 -0.799
C -2.215 2.084 -1.288
C -3.529 1.441 -0.870
H -1.838 0.458 3.584
H -2.483 1.630 4.725
H -3.409 1.199 3.260
H -0.669 2.500 3.127
H -2.113 3.477 3.345
H 0.468 4.601 0.041
H 0.457 4.181 1.734
H 0.317 1.727 0.121
H 1.553 2.749 -0.534
H 3.004 2.435 1.117
H 1.829 2.668 2.372
H 2.850 1.070 3.782
H 4.500 1.279 1.387
H 4.835 3.194 2.663
H 6.011 2.210 3.528
H 4.390 2.357 4.165
H -0.104 0.652 1.715
H 0.562 0.656 3.331
H 0.004 -2.596 1.074
H 1.565 -2.715 1.846
H 2.088 -2.067 -0.268
H 0.029 -1.661 -1.209
H -0.267 -0.159 -0.359
H 1.300 0.248 -3.754
H -0.255 -0.304 -3.137
H 0.333 1.363 -2.802
H 2.625 0.375 -0.176
H 3.349 -0.674 0.848
H -1.370 1.458 -1.006
H -2.184 2.169 -2.372
H -4.289 2.184 -0.651
H -3.385 0.775 -0.023
H -3.886 0.821 -1.692
C -2.993 -6.316 -5.359
C -2.564 -4.878 -5.532
O -2.740 -4.124 -4.305
C -1.805 -4.268 -3.393
O -0.813 -4.930 -3.447
C -2.140 -3.383 -2.176
F -3.406 -3.485 -1.807
F -1.893 -2.086 -2.468
F -1.371 -3.705 -1.135
H -4.022 -6.367 -5.001
H -2.928 -6.838 -6.312
H -2.361 -6.834 -4.639
H -3.189 -4.370 -6.262
H -1.529 -4.798 -5.859

Summary:
HOMO level in Eh: -0.46322
Kohn-Sham gap in eV: 10.06
Calculated total energy in hartree: -7155.1129
Net charge: +1